# C2H10N2O2

A cluster of 3 separate species, C2H10N2O2 in total (the ωB97M-V functional and the def2-TZVPD basis, the Open Molecules 2025 dataset).

Geometry (Å):
H (-1.420, -1.642, -0.420)
N (-0.705, -0.894, -0.512)
C (-0.197, -0.890, 0.679)
N (0.273, 0.162, 1.335)
C (0.109, 0.444, 2.777)
H (-0.057, -1.849, 1.240)
H (0.283, 0.953, 0.623)
H (0.720, 1.352, 3.050)
H (-0.878, 0.460, 3.066)
H (0.570, -0.333, 3.261)
O (0.169, -0.707, -3.112)
H (-0.160, -1.231, -2.305)
H (-0.071, -1.267, -3.885)
O (0.654, 1.736, -1.610)
H (0.552, 2.610, -1.964)
H (0.160, 1.096, -2.223)

Values from the calculation:
E_LUMO in eV: 1.0
Net charge: 0
Frontier orbital gap in Ha: 0.3562

---

# C2H10N2O2

A cluster of 3 separate species, C2H10N2O2 in total (the ωB97M-V functional and the def2-TZVPD basis, the Open Molecules 2025 dataset).

Geometry (Å):
N (1.403, 2.247, 0.790)
C (0.637, 1.503, -0.147)
C (0.143, 0.317, 0.201)
N (-0.737, -0.440, -0.562)
H (1.992, 1.791, 1.459)
H (1.381, 3.238, 0.927)
H (0.686, 2.076, -1.061)
H (0.361, -0.061, 1.203)
H (-1.190, 0.001, -1.330)
H (-0.903, -1.400, -0.319)
O (-2.636, -1.459, 1.685)
H (-1.968, -1.038, 2.264)
H (-2.695, -0.699, 1.074)
O (1.381, -1.516, -2.037)
H (2.156, -1.985, -1.655)
H (0.672, -1.629, -1.397)

Values from the calculation:
E_LUMO in eV: 0.8
Net charge: 0
Frontier orbital gap in Ha: 0.2973

---

# C2H10N2O2

A cluster of 2 separate species, C2H10N2O2 in total (the ωB97M-V functional and the def2-TZVPD basis, the Open Molecules 2025 dataset).

Geometry (Å):
N (-0.593, 2.832, 0.712)
C (-0.709, 1.520, 0.927)
O (0.452, 0.720, 0.643)
H (-0.345, 3.162, -0.237)
H (0.171, 3.435, 1.087)
H (-0.997, 1.140, 1.978)
H (-1.515, 1.109, 0.298)
H (0.385, -0.096, 1.143)
N (0.439, -0.986, -1.802)
C (-0.250, -1.844, -0.849)
O (0.479, -2.137, 0.311)
H (0.721, -0.122, -1.335)
H (1.317, -1.463, -2.140)
H (-1.188, -1.362, -0.315)
H (-0.497, -2.912, -1.168)
H (1.333, -2.542, 0.218)

Values from the calculation:
E_LUMO (spin up / spin down) in eV: -3.1 / -9.7
Net charge: +1
Frontier orbital gap (spin up / spin down) in Ha: 0.4269 / 0.1566
2S+1: 2

---

# C2H10N2O2

A cluster of 3 separate species, C2H10N2O2 in total (the ωB97M-V functional and the def2-TZVPD basis, the Open Molecules 2025 dataset).

Geometry (Å):
C (0.101, -0.045, -1.738)
C (0.725, 0.489, -0.638)
N (2.116, 0.492, -0.678)
N (-1.301, 0.073, -1.671)
H (0.536, -0.551, -2.628)
H (0.270, 1.150, 0.179)
H (2.541, -0.252, -1.236)
H (2.536, 0.698, 0.213)
H (-1.742, -0.396, -2.458)
H (-1.605, 1.041, -1.757)
H (-0.221, -0.669, 3.130)
H (0.532, -0.837, 1.692)
O (0.483, -0.407, 2.538)
H (-2.053, -0.453, 0.503)
H (-1.162, 0.334, 1.493)
O (-1.753, -0.418, 1.417)

Values from the calculation:
E_LUMO (spin up / spin down) in eV: -4.2 / -7.3
Net charge: +1
Frontier orbital gap (spin up / spin down) in Ha: 0.3767 / 0.2627
2S+1: 2

---

# C2H10N2P

A cluster of 2 separate species, C2H10N2P in total (the ωB97M-V functional and the def2-TZVPD basis, the Open Molecules 2025 dataset).

Geometry (Å):
C (-0.567, -1.586, -0.397)
C (1.470, 0.308, -0.278)
N (2.631, 0.830, 0.009)
N (-2.243, 1.108, 0.233)
P (0.274, -0.445, 0.766)
H (-1.267, -2.205, 0.166)
H (0.146, -2.232, -0.915)
H (-1.136, -0.988, -1.112)
H (1.089, 0.570, -1.268)
H (3.103, 1.449, -0.642)
H (3.079, 0.680, 0.906)
H (-3.026, 0.469, 0.136)
H (-2.230, 1.377, 1.214)
H (-2.470, 1.943, -0.291)
H (1.146, -1.280, 1.472)

Values from the calculation:
E_LUMO in eV: -4.9
Net charge: +1
Frontier orbital gap in Ha: 0.3122

---

# C2H10N2S

A cluster of 2 separate species, C2H10N2S in total (the ωB97M-V functional and the def2-TZVPD basis, the Open Molecules 2025 dataset).

Geometry (Å):
N (-2.991, -0.481, -0.428)
C (-4.364, -0.818, -0.807)
N (-5.370, 0.033, -0.194)
H (-2.534, -1.300, -0.052)
H (-2.449, -0.167, -1.220)
H (-4.553, -1.856, -0.538)
H (-4.513, -0.735, -1.882)
H (-5.170, 0.128, 0.795)
H (-5.273, 0.966, -0.590)
C (6.639, 0.799, 1.036)
S (5.523, 0.007, -0.137)
H (6.818, 1.843, 0.812)
H (7.587, 0.262, 0.923)
H (6.277, 0.745, 2.054)
H (4.374, 0.573, 0.230)

Values from the calculation:
E_LUMO in eV: 0.9
Net charge: 0
Frontier orbital gap in Ha: 0.3676

---

# C2H10N2S

A cluster of 2 separate species, C2H10N2S in total (the ωB97M-V functional and the def2-TZVPD basis, the Open Molecules 2025 dataset).

Geometry (Å):
N (0.582, -2.811, 2.134)
C (1.056, -1.419, 2.095)
N (0.019, -0.439, 2.193)
H (1.099, -3.473, 1.611)
H (0.360, -3.089, 3.079)
H (1.534, -1.330, 1.115)
H (1.848, -1.266, 2.828)
H (-0.191, -0.182, 3.148)
H (-0.838, -0.801, 1.802)
C (-1.497, 1.374, -1.587)
S (-0.030, 1.726, -2.578)
H (-2.293, 2.025, -1.946)
H (-1.245, 1.639, -0.563)
H (-1.885, 0.359, -1.539)
H (0.644, 2.349, -1.602)

Values from the calculation:
E_LUMO in eV: 1.0
Net charge: 0
Frontier orbital gap in Ha: 0.3646

---

# C2H10N2S

A cluster of 2 separate species, C2H10N2S in total (the ωB97M-V functional and the def2-TZVPD basis, the Open Molecules 2025 dataset).

Geometry (Å):
N (4.287, -0.284, -0.908)
C (3.822, 0.697, -1.981)
N (2.816, 0.342, -3.038)
H (4.408, -1.260, -1.184)
H (3.510, -0.403, -0.254)
H (4.688, 1.263, -2.388)
H (3.386, 1.407, -1.238)
H (2.457, -0.590, -3.137)
H (2.119, 1.045, -2.822)
C (-5.345, 0.116, 2.872)
S (-5.389, -1.713, 3.203)
H (-4.303, 0.641, 3.024)
H (-6.000, 0.629, 3.652)
H (-5.921, 0.250, 1.967)
H (-4.534, -2.138, 2.233)

Values from the calculation:
E_LUMO in eV: 1.0
Net charge: 0
Frontier orbital gap in Ha: 0.3737

---

# C2H10N2S2

A cluster of 2 separate species, C2H10N2S2 in total (the ωB97M-V functional and the def2-TZVPD basis, the Open Molecules 2025 dataset).

Geometry (Å):
C (2.801, -0.460, -0.179)
S (1.642, -0.902, 1.170)
S (0.784, -2.537, 0.306)
H (2.862, 0.637, -0.291)
H (2.392, -0.850, -1.104)
H (3.816, -0.682, 0.142)
H (-0.104, -1.879, -0.444)
N (-0.450, 0.591, -0.678)
C (-1.449, 0.377, 0.388)
N (-2.703, 0.960, -0.042)
H (-0.915, 1.158, -1.380)
H (0.353, 1.054, -0.286)
H (-1.587, -0.690, 0.619)
H (-1.117, 0.773, 1.353)
H (-3.562, 0.512, 0.215)
H (-2.762, 1.938, 0.207)

Values from the calculation:
E_LUMO in eV: 0.7
Net charge: 0
Frontier orbital gap in Ha: 0.3454

---

# C2H10N3

The ion C2H10N3 with charge +1 (the ωB97M-V functional and the def2-TZVPD basis, the Open Molecules 2025 dataset).

Geometry (Å):
C (1.888, -0.303, -0.221)
N (0.763, 0.167, 0.605)
N (-0.074, 1.169, 0.072)
C (-1.481, 0.483, -0.321)
N (-1.470, -0.821, 0.277)
H (2.671, 0.453, -0.272)
H (2.302, -1.213, 0.209)
H (1.536, -0.517, -1.231)
H (-0.065, -0.639, 0.711)
H (1.098, 0.463, 1.528)
H (0.321, 1.640, -0.732)
H (-1.556, 0.457, -1.406)
H (-2.219, 1.160, 0.100)
H (-1.610, -1.580, -0.378)
H (-2.105, -0.919, 1.060)

Values from the calculation:
E_LUMO in eV: -3.0
Net charge: +1
Frontier orbital gap in Ha: 0.4262

---

# C2H10N3

A cluster of 2 separate species, C2H10N3 in total (the ωB97M-V functional and the def2-TZVPD basis, the Open Molecules 2025 dataset).

Geometry (Å):
N (0.336, -0.097, -0.194)
C (-0.537, 0.640, 0.379)
N (-0.226, 1.360, 1.535)
N (-1.776, 0.826, -0.251)
H (1.228, -0.314, 0.234)
H (0.122, -0.587, -1.055)
H (-0.864, 1.152, 2.300)
H (-0.321, 2.360, 1.348)
H (-2.554, 0.844, 0.399)
H (-1.779, 1.745, -0.692)
C (1.885, -2.334, -1.247)
H (1.253, -2.105, -2.107)
H (1.247, -2.702, -0.444)
H (2.532, -1.504, -0.970)
H (2.558, -3.146, -1.521)

Values from the calculation:
E_LUMO in eV: -4.8
Net charge: +1
Frontier orbital gap in Ha: 0.3812

---

# C2H10N3O

A cluster of 2 separate species, C2H10N3O in total (the ωB97M-V functional and the def2-TZVPD basis, the Open Molecules 2025 dataset).

Geometry (Å):
C (1.178, -1.513, 0.796)
N (0.141, -0.471, 0.934)
C (0.227, 0.754, 0.378)
N (0.165, 1.808, 1.202)
N (0.151, 0.918, -0.929)
H (1.685, -1.734, 1.742)
H (1.976, -1.020, 0.225)
H (0.820, -2.337, 0.178)
H (-0.449, -0.566, 1.740)
H (0.070, 1.706, 2.200)
H (-0.327, 2.624, 0.868)
H (0.114, 1.854, -1.294)
H (-0.232, 0.179, -1.538)
H (-1.359, -1.356, -2.768)
H (-2.156, -1.661, -1.491)
O (-1.500, -1.062, -1.868)

Values from the calculation:
E_LUMO in eV: -3.3
Net charge: +1
Frontier orbital gap in Ha: 0.4120

---

# C2H10N4

A structure of composition C2H10N4 (the ωB97M-V functional and the def2-TZVPD basis, the Open Molecules 2025 dataset).

Geometry (Å):
C (1.213, 0.351, -0.621)
C (0.618, 1.658, -0.230)
N (-0.741, -1.101, 0.354)
N (-0.553, -0.370, -0.863)
N (-1.874, -0.736, 1.149)
N (1.704, -0.411, 0.422)
H (-0.815, -2.105, 0.191)
H (-1.076, -0.799, -1.622)
H (1.842, 0.389, -1.516)
H (-1.701, 0.201, 1.502)
H (-2.705, -0.689, 0.557)
H (0.690, -0.875, 0.926)
H (2.286, -1.175, 0.093)
H (1.270, 2.485, -0.492)
H (-0.497, 1.450, -0.666)
H (0.339, 1.728, 0.817)

Values from the calculation:
E_LUMO in eV: 1.1
Net charge: 0
Frontier orbital gap in Ha: 0.3448

---

# C2H10N4

A cluster of 2 separate species, C2H10N4 in total (the ωB97M-V functional and the def2-TZVPD basis, the Open Molecules 2025 dataset).

Geometry (Å):
H (-2.225, 0.045, 1.853)
N (-3.128, 0.195, 1.413)
C (-3.055, -0.023, 0.160)
N (-1.969, -0.562, -0.501)
H (-3.763, 0.413, -0.548)
H (-1.769, -0.368, -1.473)
H (-1.209, -0.569, 0.167)
N (1.270, 1.051, 0.423)
C (1.924, 0.254, -0.623)
N (2.514, -0.920, -0.037)
H (1.303, 0.543, 1.292)
H (1.655, 1.976, 0.475)
H (2.601, 0.889, -1.222)
H (1.190, 0.020, -1.405)
H (2.703, -1.662, -0.691)
H (1.957, -1.283, 0.716)

Values from the calculation:
E_LUMO in eV: 0.8
Net charge: 0
Frontier orbital gap in Ha: 0.3687

---

# C2H10N4

A cluster of 2 separate species, C2H10N4 in total (the ωB97M-V functional and the def2-TZVPD basis, the Open Molecules 2025 dataset).

Geometry (Å):
C (0.039, -0.557, -1.380)
N (-0.873, -0.201, 0.023)
N (-1.985, -1.009, 0.047)
N (-1.240, 1.114, 0.025)
H (-0.686, -0.459, -2.197)
H (0.274, -1.622, -1.289)
H (0.907, -0.033, -1.794)
H (-2.100, -1.498, 0.930)
H (-2.737, -0.694, -0.566)
H (-0.428, 1.743, -0.088)
H (-1.921, 1.536, 0.657)
C (2.452, 0.278, 1.404)
N (1.659, 1.086, 0.814)
H (3.123, 0.606, 2.212)
H (2.421, -0.799, 1.160)
H (1.095, 0.511, 0.042)

Values from the calculation:
E_LUMO in eV: 1.2
Net charge: 0
Frontier orbital gap in Ha: 0.3147

---

# C2H10N4O

A cluster of 2 separate species, C2H10N4O in total (the ωB97M-V functional and the def2-TZVPD basis, the Open Molecules 2025 dataset).

Geometry (Å):
C (-0.582, 0.994, 1.355)
N (0.592, 1.244, 0.552)
C (1.403, 0.219, 0.081)
N (2.534, 0.649, -0.570)
O (1.140, -0.959, 0.237)
H (-0.557, 1.584, 2.271)
H (-1.486, 1.245, 0.791)
H (-0.626, -0.067, 1.590)
H (0.894, 2.200, 0.457)
H (2.686, 1.619, -0.784)
H (3.144, -0.056, -0.944)
N (-1.427, -0.912, -1.345)
N (-2.062, -1.904, -0.531)
H (-0.553, -0.481, -0.969)
H (-1.276, -1.322, -2.263)
H (-2.428, -1.436, 0.294)
H (-1.397, -2.617, -0.223)

Values from the calculation:
E_LUMO in eV: 0.7
Net charge: 0
Frontier orbital gap in Ha: 0.3372

---

# C2H10N5

A cluster of 2 separate species, C2H10N5 in total (the ωB97M-V functional and the def2-TZVPD basis, the Open Molecules 2025 dataset).

Geometry (Å):
C (0.362, -0.040, -0.016)
C (2.431, 1.632, 0.116)
N (2.007, 0.451, -0.109)
N (-0.530, 0.905, 0.036)
N (1.441, -2.108, 0.017)
N (0.224, -1.284, 0.070)
N (-3.186, 0.030, 0.022)
H (1.821, 2.454, 0.181)
H (3.432, 1.910, 0.024)
H (2.103, -1.256, 0.087)
H (-0.404, 1.841, -0.330)
H (-1.684, 0.682, 0.151)
H (1.412, -2.461, -0.877)
H (1.214, -2.823, 0.632)
H (-3.550, 0.879, -0.342)
H (-3.681, -0.048, 0.926)
H (-3.410, -0.765, -0.589)

Values from the calculation:
E_LUMO (spin up / spin down) in eV: -2.9 / -7.0
Net charge: +1
Frontier orbital gap (spin up / spin down) in Ha: 0.2463 / 0.2604
2S+1: 3

---

# C2H10N6

The ion C2H10N6 with charge +2 (the ωB97M-V functional and the def2-TZVPD basis, the Open Molecules 2025 dataset).

Geometry (Å):
N (-1.815, 1.301, -0.226)
N (-0.645, 0.606, -0.023)
C (0.545, 1.156, 0.379)
N (1.611, 0.508, 0.372)
C (2.809, -0.053, 0.511)
N (3.502, -0.569, -0.470)
N (-0.857, -0.893, -0.322)
N (-2.059, -1.381, 0.261)
H (-2.163, 1.602, 0.699)
H (-1.589, 2.058, -0.832)
H (0.398, 2.197, 0.454)
H (3.148, -0.185, 1.484)
H (4.344, -1.032, -0.192)
H (3.283, -0.494, -1.457)
H (-0.849, -0.958, -1.481)
H (-2.021, -1.201, 1.332)
H (-2.268, -2.343, 0.167)
H (-2.912, -0.879, -0.056)

Values from the calculation:
E_LUMO in eV: -7.3
Net charge: +2
Frontier orbital gap in Ha: 0.4017

---

DFT total energy for every record listed, in sequence, given in Eh: -342.1430 -342.1358 -341.7741 -341.8674 -532.7924 -589.8705 -589.8653 -589.8306 -988.0582 -246.1767 -246.2050 -321.4932 -301.0473 -301.1837 -301.0468 -376.4527 -355.4863 -409.9782.
Relative energy (zero: lowest compared OMol25 entry of this formula, charge and spin) for every record listed, in sequence, given in kJ/mol: 133.4 152.3 250.4 5.6 130.6 42.9 56.6 147.5 43.8 215.0 140.8 83.6 474.8 116.6 476.3 128.1 198.8 262.8.